Molecular formula: C3H5NO3S
Method: DFT, the ωB97M-V functional and the def2-TZVPD basis

Output
LUMO energy = 0.32 eV
Kohn-Sham gap = 9.9 eV
HOMO level = -9.592 eV
SMILES = O=C1NC(O)(O)CS1

XYZ file:
```
13
Properties=species:S:1:pos:R:3:forces:R:3:lowdin_charge:R:1
H -1.773543 0.756258 -1.590203 0.229 0.807 -0.234 0.1139
H -0.473369 1.683132 1.476666 -0.667 -1.066 -2.535 0.1592
S 1.078695 -1.826169 0.568414 -0.369 0.584 0.111 1.0012
C -0.570781 0.287362 -0.108404 2.363 1.613 -0.177 -0.6484
C 1.774477 -0.539794 -0.441819 -0.366 0.506 -1.756 -0.7953
H -1.318744 -1.593460 0.651263 -0.182 -0.211 -0.860 0.0819
N 0.828741 0.447108 -0.762560 -0.487 0.530 1.006 0.1025
H 1.221911 1.408882 -1.018747 -1.027 -2.028 0.525 0.1809
H -0.694458 -0.636096 1.842023 0.862 0.121 -0.704 0.1018
O -1.569352 0.046017 -0.992536 -0.363 -0.914 -0.296 0.0775
C -0.485867 -0.920595 0.777831 -0.227 -0.700 2.322 -0.3752
O 2.866103 -0.615656 -0.956125 -0.232 0.206 0.811 0.0021
O -0.883813 1.503012 0.554198 0.466 0.552 1.787 -0.0022
```
Forces are in eV/Å.

***

Molecular formula: C2H6NP
Method: DFT, the ωB97M-V functional and the def2-TZVPD basis

Output
LUMO energy (spin up / spin down) = -0.19 / -0.32 eV
Kohn-Sham gap (spin up / spin down) = 9.0 / 7.6 eV
HOMO level (spin up / spin down) = -9.207 / -7.925 eV

XYZ file:
```
10
Properties=species:S:1:pos:R:3:forces:R:3:lowdin_charge:R:1
H 0.688189 -0.079291 1.230480 0.860 0.539 0.110 -0.1597
H -2.139027 -0.135653 -0.443315 -0.738 1.146 -0.234 -0.0032
P -0.650843 -0.155418 1.533431 -1.491 -1.571 1.354 0.7680
C 1.453898 0.353841 -0.907585 2.857 0.586 2.641 -0.2860
H 2.232658 1.142359 -0.942399 -0.194 -0.120 -0.743 0.0789
N 0.597018 0.113464 -1.708897 -2.080 -0.410 -1.316 0.0922
C -1.310339 -0.593334 0.015177 0.277 -0.026 -0.393 -0.3678
H -1.286032 -1.568528 -0.306362 0.591 -2.293 -0.703 -0.0337
H -1.193389 1.068900 1.415501 0.258 2.024 0.346 -0.1150
H 1.607867 -0.146338 0.113968 -0.338 0.126 -1.060 0.0263
```
Forces are in eV/Å.

***

What did the second record say?
Molecular formula: C2H6NP
Method: DFT, the ωB97M-V functional and the def2-TZVPD basis

Output
LUMO energy (spin up / spin down) = -0.19 / -0.32 eV
Kohn-Sham gap (spin up / spin down) = 9.0 / 7.6 eV
HOMO level (spin up / spin down) = -9.207 / -7.925 eV

XYZ file:
```
10
Properties=species:S:1:pos:R:3:forces:R:3:lowdin_charge:R:1
H 0.688189 -0.079291 1.230480 0.860 0.539 0.110 -0.1597
H -2.139027 -0.135653 -0.443315 -0.738 1.146 -0.234 -0.0032
P -0.650843 -0.155418 1.533431 -1.491 -1.571 1.354 0.7680
C 1.453898 0.353841 -0.907585 2.857 0.586 2.641 -0.2860
H 2.232658 1.142359 -0.942399 -0.194 -0.120 -0.743 0.0789
N 0.597018 0.113464 -1.708897 -2.080 -0.410 -1.316 0.0922
C -1.310339 -0.593334 0.015177 0.277 -0.026 -0.393 -0.3678
H -1.286032 -1.568528 -0.306362 0.591 -2.293 -0.703 -0.0337
H -1.193389 1.068900 1.415501 0.258 2.024 0.346 -0.1150
H 1.607867 -0.146338 0.113968 -0.338 0.126 -1.060 0.0263
```
Forces are in eV/Å.